A) 17
Properties=species:S:1:pos:R:3:lowdin_charge:R:1 method="wB97M-V/def2-TZVPD" gap_ev=9.8 smiles="C=C(C#N)NC.C=C=O"
C -1.85744 -1.34289 0.58662 0.011
C 1.79832 -0.17693 0.71696 -0.087
N 0.59458 0.57894 0.46484 -0.065
C -1.48923 -0.58362 1.57921 -0.303
C 0.09151 0.70818 -0.84031 -0.394
C 0.54896 0.08655 -1.94375 0.076
C -0.87532 1.74037 -0.99394 -0.186
O -1.36058 0.05330 2.54881 0.140
N -1.66612 2.56020 -1.12271 0.179
H 0.46404 1.38744 1.05479 0.133
H -1.28713 -1.45011 -0.31549 0.042
H -2.68229 -2.02368 0.69501 0.064
H 1.66789 -1.19747 0.35017 0.086
H 2.67902 0.26389 0.23117 0.091
H 1.96738 -0.21400 1.79248 0.090
H 0.09956 0.28508 -2.89874 0.068
H 1.30685 -0.67523 -1.90510 0.056


B) 17
Properties=species:S:1:pos:R:3:lowdin_charge:R:1 method="wB97M-V/def2-TZVPD" gap_ev=8.6 smiles="CC1=C(N)O[C@H](C#N)C1"
C 0.21577 1.84256 -0.19258 -0.143
C -0.03894 0.80114 -1.28691 -0.112
C -0.75557 -1.66166 -0.60004 -0.036
C 0.92923 -0.11527 0.57908 -0.362
C -0.15527 -0.33253 -0.26958 -0.285
N 1.49492 -0.91019 1.52752 0.176
O 1.21264 1.20471 0.63162 0.008
C -1.18653 1.38222 0.63752 -0.204
N -2.15660 1.50950 1.25208 0.114
H 0.49759 2.86661 -0.42081 0.145
H 1.04598 -1.79503 1.70091 0.101
H 1.84271 -0.43801 2.34809 0.110
H -0.98110 0.97278 -1.80813 0.126
H 0.77002 0.68686 -2.01857 0.126
H -0.27458 -2.09670 -1.47947 0.083
H -1.81657 -1.55056 -0.82418 0.082
H -0.64370 -2.36642 0.22345 0.070


Stability check: which of them is most stable? A).


A) 17
Properties=species:S:1:pos:R:3:lowdin_charge:R:1 method="wB97M-V/def2-TZVPD" gap_ev=8.6
C 0.70180 -0.17072 2.00771 -0.259
C -1.59112 0.58645 -0.23768 -0.155
C 0.33353 0.55679 -1.83691 -0.198
C 0.94006 -0.51431 -1.35930 -0.166
C 0.51944 -1.45834 -0.43311 -0.102
C 0.82901 -1.37533 1.01762 -0.036
H -0.16054 -0.46054 2.75575 0.136
H 1.71786 0.12030 2.66409 0.167
H -2.63003 0.61006 -0.44166 0.104
H -1.47373 1.25659 -2.24823 0.186
H 0.88031 0.98255 -2.59938 0.084
H 1.94604 -0.76594 -1.89232 0.145
H 0.19488 -2.45637 -0.64871 0.085
H 0.90882 -2.21268 1.74132 0.078
N -1.21589 0.49116 0.98783 0.114
N -0.80818 1.15986 -1.33932 0.026
O 0.29857 0.70272 1.02244 -0.208


B) 17
Properties=species:S:1:pos:R:3:lowdin_charge:R:1 method="wB97M-V/def2-TZVPD" gap_ev=8.7 smiles="C=CC1=COC=NNC1"
C 1.02702 1.87036 1.77169 0.055
C 1.42205 0.75614 1.00158 -0.127
C 0.44065 0.19854 0.18513 -0.293
C -0.58092 0.83265 -0.37096 -0.046
C -1.44076 -0.42269 -1.93747 -0.281
C 0.59252 -1.32030 0.08089 -0.141
H -0.00095 2.35428 1.79771 0.080
H 1.63869 2.47203 2.36916 0.019
H 2.48939 0.35927 0.94762 0.137
H -1.00258 1.86417 -0.12231 0.154
H -2.14373 -0.28241 -2.77370 0.126
H -1.22809 -1.90548 -0.04529 0.060
H 0.45171 -1.81231 1.15504 0.165
H 1.56223 -1.71720 -0.37494 0.133
N -0.93109 -1.65257 -2.03033 0.089
N -0.52001 -1.94446 -0.69332 -0.132
O -1.77612 0.34997 -0.96049 0.003


C) 17
Properties=species:S:1:pos:R:3:lowdin_charge:R:1 method="wB97M-V/def2-TZVPD" gap_ev=9.8
C 1.32447 -1.83585 0.32648 -0.156
C 2.36561 -1.71549 1.13624 -0.106
C 3.39489 0.06410 -0.03872 -0.345
C 0.96155 -1.19479 -0.90281 -0.163
C 0.00651 -0.06877 -0.44571 -0.151
C -0.33473 2.30901 -0.09268 -0.142
N 3.43696 -0.85435 0.76381 0.138
N 0.29962 1.14796 -0.57964 -0.045
O 3.61920 1.07091 -0.57359 0.174
H 0.57203 -2.40387 0.76876 0.087
H 2.38556 -2.16329 2.13432 0.114
H 1.85955 -0.83837 -1.41513 0.114
H 0.46862 -1.82835 -1.50507 0.074
H -0.92555 -0.56373 -0.10043 0.128
H 0.29624 2.59104 0.77332 0.087
H -0.04249 3.07354 -0.88923 0.098
H -1.44011 2.15955 0.12806 0.094


Stability check: which of them is most stable? C).


A) 12
Properties=species:S:1:pos:R:3:lowdin_charge:R:1 method="wB97M-V/def2-TZVPD" gap_ev=9.0 smiles="S/N=C1/OCCS1"
C 0.14412 -0.40766 0.10233 -0.781
C -1.95645 -0.05523 -1.38429 -0.425
C -1.84752 -1.33360 -0.50633 -0.247
H 1.47151 1.75056 1.76565 -0.140
H -2.87294 0.51316 -1.35682 0.069
H -1.69880 -0.30143 -2.43849 0.089
H -2.42901 -1.14088 0.42613 0.132
H -2.26571 -2.24251 -0.88298 0.118
N 1.18605 -0.49151 0.80976 -0.367
O -0.50981 -1.55163 -0.16768 -0.065
S 2.27804 0.76998 1.21216 0.668
S -0.68240 0.98337 -0.65658 0.947


B) 12
Properties=species:S:1:pos:R:3:lowdin_charge:R:1 method="wB97M-V/def2-TZVPD" gap_ev=7.6
C 0.90569 0.00468 -1.36843 -0.056
C -0.43359 0.03181 0.63057 -0.580
C -1.47421 -0.76575 -0.05548 -0.608
H 1.90468 0.34760 -1.58668 0.093
H 0.21494 0.36900 -2.11084 0.086
H 0.89581 -1.09000 -1.30053 0.106
H -1.57974 -0.54594 -1.12930 0.055
H 1.43448 1.49291 1.77470 -0.148
N -0.54532 0.25637 1.88333 -0.333
O 0.57971 0.55857 -0.09663 -0.130
S -2.45088 -1.85127 0.62956 0.733
S 0.54843 1.19201 2.72972 0.781


Stability check: which of them is most stable? A).


A) 12
Properties=species:S:1:pos:R:3:lowdin_charge:R:1 method="wB97M-V/def2-TZVPD" gap_ev=8.6 smiles="S=C1NOC[C@@H]1S"
C -0.47965 0.14899 0.83123 -0.623
C -0.69101 -1.09703 0.05192 -0.228
C 0.89217 0.53384 0.28413 -0.991
H -0.45334 1.56747 -1.23005 0.037
H -0.96863 0.23399 1.90401 0.155
H -1.74974 -1.71843 -0.16736 0.193
H -0.04602 -1.77889 0.67665 0.125
H 1.81652 0.26998 -1.53455 0.190
N 1.21478 -0.16072 -0.76892 0.019
O -0.06527 -0.80346 -1.32657 -0.151
S -1.48740 1.48878 -0.01114 0.685
S 2.01758 1.31548 1.29065 0.588


B) 12
Properties=species:S:1:pos:R:3:lowdin_charge:R:1 method="wB97M-V/def2-TZVPD" gap_ev=8.1
C -2.08208 -1.11650 0.02753 -0.421
C -0.02841 0.76287 -0.01302 -1.082
C 1.33316 1.31072 0.02342 -0.272
H -2.31110 -2.20697 0.07142 0.043
H -2.43541 -0.62277 0.93231 0.019
H -2.57925 -0.62896 -0.84638 0.039
H 1.41305 2.41000 0.00993 0.103
H 3.31242 -0.86160 -0.13261 0.109
N 2.47691 0.72163 -0.01696 -0.014
O 2.39427 -0.61953 0.01932 -0.115
S -0.25351 -0.98294 -0.05064 0.884
S -1.24006 1.83405 -0.02430 0.709


Stability check: which of them is most stable? B).